(A)
Below is a single C4H11NO3 molecule, with properties calculated with the ωB97M-V functional and the def2-TZVPD basis.

Structure (ORCA input):
```
! wB97M-V def2-TZVPD RIJCOSX def2/J DEFGRID3
* xyz 0 1
C -0.95467 1.58244 -0.87783
C -0.11952 0.31928 -1.00455
O 1.18927 0.49230 -1.38370
O -0.80252 -0.58757 -1.78736
C 0.03404 -0.43682 0.60670
C 0.98276 -1.63280 0.68168
N 0.58931 0.62808 1.40283
O -1.26194 -0.76719 1.10399
H -1.87089 1.37009 -0.33323
H -0.39401 2.37240 -0.38409
H -1.18749 1.92459 -1.88690
H 1.39931 1.44003 -1.38170
H -0.25717 -1.27685 -1.18098
H 1.07692 -1.96611 1.71629
H 0.59213 -2.47199 0.10670
H 1.94898 -1.34997 0.27154
H -0.13462 1.29746 1.63949
H 0.91618 0.27361 2.29645
H -1.74607 -1.21099 0.39467
*
```

Computed properties:
SMILES string: CC(O)(O)[C@@](C)(N)O
highest occupied orbital energy: -9.21 eV

=====

(B)
Below is a 2-piece molecular cluster, C4H11NO3 overall, with properties calculated with the ωB97M-V functional and the def2-TZVPD basis.

Structure (ORCA input):
```
! wB97M-V def2-TZVPD RIJCOSX def2/J DEFGRID3
* xyz 0 1
C 2.54754 1.02094 0.16160
C 1.03773 1.13809 0.34007
N 0.54756 0.24249 1.37397
C -0.44011 -0.75966 1.06824
C -0.54794 -1.23880 -0.36568
O -1.55745 -1.23377 -1.00965
O 0.59672 -1.82854 -0.80122
H 2.82515 1.48475 -0.79243
H 2.79836 -0.02639 0.02923
H 3.11565 1.51461 0.95140
H 0.60892 0.84405 -0.61663
H 0.64710 2.14223 0.48032
H 1.17109 -0.03555 2.11233
H -0.27945 -1.66549 1.65726
H -1.44244 -0.40364 1.33457
H 0.47652 -2.63730 -1.31403
O -2.06626 2.18747 -0.62583
H -2.20022 1.27088 -0.34592
H -2.51193 2.68025 0.07065
*
```

Computed properties:
SMILES string: CCNCC(=O)O.O
highest occupied orbital energy: -8.67 eV

=====

Most stable pick: (B). Distance to second place: 0.802 eV.

=====

(A)
Below is a 2-piece molecular cluster, C4H8OS overall, with properties calculated with the ωB97M-V functional and the def2-TZVPD basis.

Structure (ORCA input):
```
! wB97M-V def2-TZVPD RIJCOSX def2/J DEFGRID3
* xyz 0 1
C 0.53202 1.85196 0.58226
C -0.42793 1.31264 -0.25219
C -0.39472 -1.05248 0.19023
C 0.26298 -2.23181 -0.42107
H 0.26184 1.58054 1.67751
H 1.67808 1.54568 0.26186
H 0.17827 3.01991 0.55149
H -0.36068 1.63864 -1.29140
H -1.56679 1.30056 0.29541
H 1.41618 -1.87688 -1.46651
H -0.60975 -2.63135 -1.26342
H 0.64342 -3.14000 0.24808
O -0.25223 -0.12118 -0.65048
S -1.36069 -1.19625 1.53823
*
```

Computed properties:
highest occupied orbital energy: -8.63 eV

=====

(B)
Below is a 2-piece molecular cluster, C4H8OS overall, with properties calculated with the ωB97M-V functional and the def2-TZVPD basis.

Structure (ORCA input):
```
! wB97M-V def2-TZVPD RIJCOSX def2/J DEFGRID3
* xyz 0 1
C -1.00646 1.46129 0.02135
C 0.16156 1.00433 -0.37035
C -0.24989 -1.56881 -0.09385
C 0.87371 0.09659 0.44482
O -1.48657 -1.33577 0.41659
S 2.63516 -0.31850 0.14601
H -1.77484 2.08023 -0.56561
H -1.45242 1.18536 1.03108
H 0.44387 0.89040 -1.39505
H 0.17376 -2.35621 0.42060
H -0.15034 -1.49643 -1.18568
H 0.65968 -0.01040 1.50626
H -1.87005 -0.41090 0.07935
H 3.04282 0.77882 -0.45549
*
```

Computed properties:
highest occupied orbital energy: -8.14 eV

=====

Most stable pick: (B). Distance to second place: 1.518 eV.

=====

(A)
Below is a single C19H28N2O5S molecule, with properties calculated with the ωB97M-V functional and the def2-TZVPD basis.

Structure (ORCA input):
```
! wB97M-V def2-TZVPD RIJCOSX def2/J DEFGRID3
* xyz 0 1
C 3.02781 -1.25575 -3.31246
O 1.79290 -0.81102 -3.82692
C 1.08781 -1.75033 -4.60580
C -0.12640 -1.02112 -5.18944
C -1.07510 -0.62019 -4.06199
C -1.47996 -1.84890 -3.24441
N -0.30460 -2.52698 -2.74888
C 0.15858 -2.45068 -1.48070
O 1.24770 -2.88971 -1.15051
C -0.74908 -1.81828 -0.47084
C -1.89853 -2.45335 -0.02331
C -2.66209 -1.85369 0.96483
C -2.28280 -0.64164 1.50421
C -1.11733 -0.00693 1.07001
O -0.84372 1.18883 1.66562
C 0.40236 1.83723 1.43611
C 1.54032 1.10537 2.15592
C 1.29958 1.08602 3.66438
N 0.95314 2.39946 4.17206
S -0.20840 2.46531 5.34745
C -1.82813 2.20210 4.55984
O -0.19539 3.79788 5.87671
O 0.03209 1.36488 6.23113
C 1.04441 3.50452 3.25779
C 0.25289 3.27836 1.96227
C -0.35158 -0.60554 0.07724
C 0.59376 -2.96405 -3.79254
H 3.54445 -0.36408 -2.96054
H 2.89401 -1.94745 -2.47477
H 3.62848 -1.73771 -4.09264
H 1.73796 -2.12102 -5.41825
H 0.21326 -0.13310 -5.72264
H -0.63286 -1.68074 -5.89639
H -0.56187 0.08706 -3.40969
H -1.96597 -0.13989 -4.46815
H -2.11573 -1.55638 -2.40857
H -2.03400 -2.55042 -3.88001
H -2.18560 -3.40784 -0.43766
H -3.55928 -2.33747 1.32027
H -2.87538 -0.16828 2.27159
H 0.59918 1.86183 0.35577
H 2.47821 1.61132 1.92649
H 1.61196 0.07647 1.80164
H 2.19937 0.73222 4.18046
H 0.48860 0.39518 3.91057
H -2.24016 3.17458 4.32731
H -1.69723 1.60540 3.66688
H -2.44656 1.68644 5.28224
H 2.10068 3.67709 3.02527
H 0.66897 4.37463 3.79668
H 0.59734 3.98871 1.21074
H -0.80902 3.45740 2.13159
H 0.55679 -0.15661 -0.29256
H 1.42622 -3.48785 -3.32103
H 0.06794 -3.65132 -4.46237
*
```

Computed properties:
SMILES string: CO[C@@H]1CCCN(C(=O)c2cccc(OC3CCN(S(C)(=O)=O)CC3)c2)C1
highest occupied orbital energy: -8.97 eV

=====

(B)
Below is a single C19H28N2O5S molecule, with properties calculated with the ωB97M-V functional and the def2-TZVPD basis.

Structure (ORCA input):
```
! wB97M-V def2-TZVPD RIJCOSX def2/J DEFGRID3
* xyz 0 1
C -4.36137 1.44557 1.02301
C -2.98749 1.82348 1.55840
O -1.98607 1.71858 0.54781
C -1.46341 0.50852 0.33361
O -1.79960 -0.47959 0.97200
C -0.44780 0.48056 -0.70598
C 0.22862 -0.69756 -0.99148
N 0.01389 -1.89117 -0.36078
C 0.80829 -2.97846 -0.58665
O 1.68349 -2.94413 -1.42995
C 0.51651 -4.16425 0.29069
C 1.66994 -4.41773 1.29940
N 1.93072 -3.40483 2.28549
C 2.62300 -2.21658 1.82793
C 3.12523 -1.45778 3.05834
O 2.05868 -1.10516 3.90859
C 1.35792 -2.25218 4.32805
C 0.81246 -3.03833 3.13305
S 1.42979 -0.53845 -2.21250
C 1.02669 1.14545 -2.36477
C 0.03871 1.54516 -1.52241
C -0.37347 2.97343 -1.62809
C -0.51666 3.34859 -3.12049
C -1.78800 2.69858 -3.68175
C -0.59594 4.87227 -3.26270
O 0.58018 2.90273 -3.92670
C 1.59715 2.13223 -3.31958
H -4.61240 2.05967 0.16132
H -5.10800 1.59652 1.79729
H -4.36913 0.39987 0.72534
H -2.71610 1.17465 2.39752
H -2.96078 2.86877 1.87338
H -0.72639 -1.85010 0.34515
H 0.44836 -5.04931 -0.34301
H -0.42577 -4.03006 0.82121
H 2.59117 -4.57172 0.73289
H 1.43595 -5.34180 1.83793
H 3.46619 -2.50908 1.20049
H 1.96994 -1.54301 1.25082
H 3.60735 -0.52318 2.76745
H 3.84266 -2.08927 3.60332
H 0.54416 -1.89847 4.96343
H 2.02556 -2.90337 4.91225
H 0.31767 -3.94575 3.48502
H 0.07708 -2.40518 2.60841
H 0.40003 3.60241 -1.17650
H -1.31233 3.16046 -1.11368
H -2.67082 3.10340 -3.19439
H -1.85027 2.88987 -4.74941
H -1.75655 1.62303 -3.52505
H -0.72738 5.13337 -4.30888
H -1.43038 5.26493 -2.68818
H 0.32517 5.32926 -2.90908
H 2.13161 1.64832 -4.13979
H 2.30194 2.79682 -2.78777
*
```

Computed properties:
SMILES string: CCOC(=O)c1c(NC(=O)CCN2CCOCC2)sc2c1CC(C)(C)OC2
highest occupied orbital energy: -8.06 eV

=====

Most stable pick: (B). Distance to second place: 0.795 eV.

=====

(A)
Below is an isolated ion of composition C7H10N and charge +1, with properties calculated with the ωB97M-V functional and the def2-TZVPD basis.

Structure (ORCA input):
```
! wB97M-V def2-TZVPD RIJCOSX def2/J DEFGRID3
* xyz 1 1
C -2.98180 -0.17416 0.18224
C -1.63034 -0.19128 -0.30804
N -0.92226 -1.31233 -0.20199
C 0.33530 -1.42057 0.09738
C 1.15710 -0.19784 0.43600
C 2.51622 -0.14706 -0.32921
C 0.40916 1.00942 -0.02602
C -0.83197 1.03587 -0.51568
H -3.29356 -1.07262 0.65527
H -3.42924 -0.03957 -0.79559
H -3.42132 0.76668 0.73625
H 0.85510 -2.37904 -0.09167
H 1.19987 -0.06096 1.57254
H 2.28571 -0.44432 -1.38926
H 3.08312 -0.94120 0.13651
H 2.90972 0.86170 -0.43315
H 0.72114 1.98383 0.29873
H -1.19903 1.89075 -0.90818
*
```

Computed properties:
SMILES string: CC1=[N+]=C[C@@H](C)C=C1
highest occupied orbital energy: -15.07 eV

=====

(B)
Below is a 2-piece molecular cluster, C7H10N overall, with properties calculated with the ωB97M-V functional and the def2-TZVPD basis.

Structure (ORCA input):
```
! wB97M-V def2-TZVPD RIJCOSX def2/J DEFGRID3
* xyz 1 1
C 2.62369 0.21825 1.21629
C -1.96544 -1.29493 0.88238
C 1.14568 -0.44141 -1.87483
C -1.28477 1.17221 -1.42459
C 1.87379 0.85922 0.27847
C -1.11872 -0.06485 0.72921
C 1.38953 0.21307 -0.92064
N -1.05609 0.69104 -0.27106
H 2.92998 0.73754 2.10958
H 2.82664 -0.82936 1.04056
H -2.68068 -1.39100 1.72962
H -2.63830 -1.50242 -0.07517
H -1.36686 -2.12424 1.10590
H 0.96202 -1.17072 -2.68666
H -0.50654 0.94952 -2.16279
H -2.19028 1.80439 -1.62796
H 1.66662 1.89039 0.24871
H -0.61026 0.28328 1.70297
*
```

Computed properties:
highest occupied orbital energy: -13.10 eV

=====

Most stable pick: (A). Distance to second place: 2.530 eV.